C46H71N7O2ScSe | ωB97M-V/def2-TZVPD

Results
energy relative to the best compared isomer or geometry (same formula, charge and spin)	0.6	kcal per mole
lowest unoccupied orbital energy	-0.07637	Ha
HOMO-LUMO gap	7.503	eV
charge	+1

```
128
Properties=species:S:1:pos:R:3:lowdin_charge:R:1
Sc -0.78 -1.59 0.74 0.9480
C -2.67 -3.52 2.84 -0.1796
C -3.61 -2.57 2.13 -0.1618
N -3.14 -2.29 0.75 -0.0887
C -3.34 -3.44 -0.16 -0.1297
C -2.17 -4.38 -0.17 -0.2515
C -2.33 -5.71 -0.55 0.0020
C -1.22 -6.54 -0.55 -0.0242
C 0.01 -6.03 -0.15 0.0014
C 0.08 -4.70 0.21 -0.2530
C 1.38 -4.05 0.65 -0.1207
N 1.13 -2.87 1.48 -0.0830
C 1.06 -3.19 2.92 -0.1550
C -0.27 -3.82 3.27 -0.1746
N -1.34 -2.95 2.79 -0.1107
N -0.98 -3.89 0.18 0.0875
H -2.66 -4.50 2.34 0.1202
H -3.03 -3.69 3.86 0.1358
H -3.62 -1.61 2.66 0.1303
H -4.63 -2.96 2.12 0.1282
H -3.71 -1.53 0.40 0.0999
H -3.47 -3.04 -1.17 0.1151
H -4.25 -3.99 0.10 0.1342
H -3.30 -6.08 -0.82 0.1241
H -1.31 -7.58 -0.83 0.1195
H 0.89 -6.66 -0.10 0.1248
H 1.92 -3.74 -0.25 0.1215
H 2.00 -4.79 1.16 0.1357
H 1.87 -2.19 1.32 0.0845
H 1.17 -2.25 3.46 0.0927
H 1.89 -3.84 3.22 0.1313
H -0.32 -3.99 4.35 0.1339
H -0.38 -4.80 2.79 0.1206
H -1.33 -2.07 3.29 0.0682
C 0.66 4.64 -3.70 -0.0396
C 0.92 3.22 -4.22 -0.5550
C 2.23 3.21 -5.00 -0.0599
C -0.21 2.82 -5.18 -0.0474
C 0.94 2.25 -3.04 -0.1695
C -0.20 2.08 -2.24 -0.0674
C -0.18 1.19 -1.19 -0.3805
Se -1.71 1.08 -0.04 1.2138
C -0.89 1.77 1.54 -0.3864
C -0.57 3.11 1.56 -0.0590
C 0.09 3.65 2.66 -0.1623
C 0.31 2.79 3.72 0.0297
C -0.05 1.44 3.76 -0.0740
C -0.62 0.88 2.59 -0.3260
O -0.89 -0.42 2.44 -0.2598
C 0.30 0.66 5.04 -0.5150
C 1.75 0.17 4.93 -0.0288
C 0.18 1.56 6.28 -0.0562
C -0.62 -0.54 5.30 -0.0404
C 0.52 5.12 2.64 -0.5566
C -0.70 6.02 2.45 -0.0443
C 1.22 5.52 3.94 -0.0632
C 1.50 5.33 1.48 -0.0426
C 0.94 0.39 -0.87 -0.3402
O 0.81 -0.55 0.06 -0.2403
C 2.12 0.63 -1.59 -0.0858
C 2.06 1.53 -2.66 0.0096
C 3.50 0.01 -1.30 -0.5178
C 3.97 -0.80 -2.52 -0.0340
C 3.56 -0.92 -0.09 -0.0517
C 4.50 1.15 -1.03 -0.0368
H 0.64 5.35 -4.54 0.0878
H -0.29 4.71 -3.17 0.0785
H 1.46 4.95 -3.02 0.0910
H 2.16 3.89 -5.84 0.0886
H 3.07 3.53 -4.38 0.0876
H 2.46 2.21 -5.39 0.0887
H -0.24 3.50 -6.04 0.0887
H -0.07 1.80 -5.55 0.0844
H -1.19 2.87 -4.69 0.0634
H -1.09 2.67 -2.42 0.1048
H -0.80 3.73 0.70 0.1080
H 0.80 3.20 4.59 0.0869
H 2.44 1.02 4.87 0.0910
H 2.02 -0.44 5.80 0.0931
H 1.89 -0.43 4.03 0.0667
H 0.92 2.36 6.31 0.0742
H -0.81 2.01 6.35 0.0999
H 0.34 0.96 7.18 0.0846
H -0.32 -1.40 4.71 0.0415
H -0.55 -0.83 6.35 0.0876
H -1.67 -0.31 5.08 0.0996
H -1.42 5.89 3.26 0.0914
H -0.40 7.07 2.43 0.0865
H -1.22 5.80 1.51 0.0765
H 0.55 5.41 4.81 0.0890
H 2.12 4.94 4.12 0.0878
H 1.51 6.57 3.89 0.0876
H 1.05 5.09 0.52 0.0741
H 1.82 6.38 1.45 0.0865
H 2.39 4.71 1.61 0.0892
H 2.97 1.68 -3.23 0.0940
H 3.30 -1.64 -2.71 0.0719
H 4.01 -0.20 -3.42 0.0828
H 4.98 -1.20 -2.34 0.0904
H 2.98 -1.83 -0.28 0.0537
H 4.60 -1.21 0.08 0.0939
H 3.18 -0.44 0.81 0.0919
H 4.59 1.83 -1.88 0.0785
H 4.18 1.74 -0.17 0.0945
H 5.49 0.74 -0.82 0.0879
C -3.46 0.44 -4.25 -0.1429
C -4.03 0.18 -2.87 -0.1667
N -3.20 -0.77 -2.13 0.0476
C -2.02 -1.31 -2.59 -0.3774
N -1.16 -1.76 -1.71 0.0265
C 0.03 -2.41 -2.27 -0.2027
C 0.47 -1.80 -3.59 -0.1384
C -0.68 -1.91 -4.56 -0.1322
N -1.89 -1.38 -3.94 -0.0236
C -2.95 -0.88 -4.80 -0.1316
H -2.63 1.14 -4.20 0.0983
H -4.23 0.86 -4.90 0.1247
H -5.04 -0.24 -2.96 0.1186
H -4.11 1.10 -2.30 0.1116
H -3.10 -0.54 -1.15 -0.0024
H -0.16 -3.49 -2.40 0.1240
H 0.84 -2.31 -1.54 0.0824
H 1.34 -2.32 -3.98 0.1207
H 0.73 -0.75 -3.43 0.1086
H -0.84 -2.94 -4.87 0.1310
H -0.48 -1.32 -5.46 0.1230
H -3.76 -1.61 -4.89 0.1331
H -2.52 -0.75 -5.79 0.1237
```

---

C24H31N3O4S | ωB97M-V/def2-TZVPD

Results
energy relative to the best compared isomer or geometry (same formula, charge and spin)	23.8	kcal per mole
lowest unoccupied orbital energy	0.01848	Ha
HOMO-LUMO gap	9.207	eV

```
63
Properties=species:S:1:pos:R:3:lowdin_charge:R:1
C 4.78 -2.34 -2.86 -0.0222
C 4.43 -2.02 -1.44 -0.2241
C 5.36 -2.13 -0.42 -0.0364
C 5.03 -1.83 0.89 -0.0758
C 3.76 -1.39 1.20 -0.0731
C 2.81 -1.27 0.19 -0.0198
C 3.14 -1.59 -1.12 -0.1275
C 2.12 -1.40 -2.19 -0.4524
O 1.90 -0.31 -2.69 0.0717
N 1.42 -2.51 -2.56 -0.0490
C 1.46 -3.76 -1.86 -0.1347
H 1.48 -4.57 -2.60 0.1328
C 0.23 -3.88 -0.96 -0.0990
H 0.36 -3.23 -0.10 0.1141
H 0.16 -4.90 -0.59 0.1190
C -1.06 -3.50 -1.72 -0.2045
C -1.77 -2.28 -1.11 -0.4288
O -2.92 -2.36 -0.73 0.0852
N -1.01 -1.16 -1.03 0.1621
C -1.36 0.11 -0.56 -0.1915
C -2.57 0.37 0.08 0.0146
C -2.84 1.65 0.53 -0.0486
C -1.91 2.65 0.36 -0.2975
C -0.71 2.41 -0.28 -0.0447
C -0.43 1.14 -0.75 0.0056
H 0.50 0.94 -1.27 0.0989
H -0.01 3.22 -0.41 0.1204
S -2.32 4.30 0.91 0.6853
O -3.35 4.79 0.03 -0.2882
O -1.11 5.08 1.01 -0.2873
N -3.01 4.02 2.42 -0.2580
C -4.25 4.74 2.64 -0.0986
H -4.08 5.71 3.13 0.0993
H -4.93 4.14 3.25 0.0886
H -4.70 4.92 1.67 0.0730
C -2.07 4.03 3.53 -0.4422
C -2.76 3.64 4.84 -0.0590
H -3.49 4.38 5.14 0.0689
H -2.02 3.55 5.62 0.0803
H -3.26 2.68 4.72 0.0890
C -0.93 3.05 3.25 -0.0600
H -0.28 3.00 4.12 0.0842
H -1.33 2.06 3.05 0.0877
H -0.34 3.38 2.40 0.0573
H -1.64 5.04 3.64 0.1443
H -3.77 1.87 1.03 0.1185
H -3.28 -0.43 0.21 0.1025
H -0.08 -1.20 -1.42 0.1009
C -0.81 -3.31 -3.22 -0.1141
C 0.37 -2.40 -3.56 -0.1250
H 0.77 -2.67 -4.54 0.1337
H 0.07 -1.35 -3.61 0.1228
H -1.71 -2.92 -3.69 0.1278
H -0.63 -4.30 -3.65 0.1159
H -1.79 -4.31 -1.62 0.1439
H 2.37 -3.82 -1.26 0.1268
H 1.82 -0.91 0.43 0.1130
H 3.50 -1.14 2.21 0.1046
H 5.78 -1.92 1.66 0.1037
H 6.36 -2.46 -0.66 0.1114
H 5.85 -2.45 -2.98 0.0806
H 4.42 -1.56 -3.53 0.0894
H 4.31 -3.28 -3.17 0.0845
```